C5H7N | ωB97M-V/def2-TZVPD

Calculated values
Gap between HOMO and LUMO: 0.311 hartree
Energy relative to the best compared isomer or geometry (same formula, charge and spin): 5.5525 eV
E_LUMO: -0.341 eV
Molar mass: 81.12 g/mol

Geometry (Å):
1 C 0.519 -0.948 0.915
2 C -0.658 -1.669 0.345
3 C -0.459 0.746 -1.454
4 C -0.616 1.236 -0.046
5 C 0.653 0.360 0.130
6 N 0.620 0.062 -1.338
7 H 1.485 -1.472 0.906
8 H 0.258 -0.712 1.960
9 H -0.306 -2.669 0.015
10 H -1.047 0.877 -2.365
11 H -1.515 0.909 0.482
12 H -0.455 2.311 0.084
13 H 1.561 0.893 0.432